Entry 1:
{"formula": "C3HClNO3", "method": "the ωB97M-V functional and the def2-TZVPD basis", "symbols": ["N", "O", "C", "O", "C", "Cl", "C", "O", "H"], "xyz": [[1.060, -1.922, 0.418], [-0.130, -1.639, -0.179], [-0.753, -0.501, -0.556], [-1.731, -0.685, -1.294], [-0.513, 0.938, -0.021], [-1.822, 2.080, -0.430], [0.550, 1.355, 0.587], [1.663, 1.562, 1.014], [1.676, -1.187, 0.461]], "atomic_forces_ev_per_a": [[0.4071, -3.2032, 1.8582], [-2.0702, 2.9072, -1.7201], [-0.9590, -2.3429, 0.2350], [0.7542, 1.2159, 0.3955], [-1.6585, -0.9408, -1.1523], [0.9454, -0.5215, 0.4503], [5.0732, -0.1764, 1.3750], [-3.8059, 0.0435, -1.0341], [1.3138, 3.0181, -0.4075]], "lowdin_charge": [-0.12, -0.20, -0.51, -0.04, -0.53, 0.62, -0.20, 0.11, -0.12], "charge": -1, "de_lowest_kj_mol": 431.24, "multiplicity": 1, "smiles": "[NH-]OC(=O)C(Cl)=C=O"}

---

Entry 2:
{"formula": "C6H11NO2", "method": "the ωB97M-V functional and the def2-TZVPD basis", "symbols": ["C", "C", "C", "O", "C", "C", "C", "N", "O", "H", "H", "H", "H", "H", "H", "H", "H", "H", "H", "H"], "xyz": [[-1.993, 0.324, 0.127], [-0.585, -0.286, -0.060], [-0.481, -1.730, 0.446], [0.001, -0.194, -1.277], [0.661, 0.485, -0.191], [0.655, 1.928, -0.350], [2.154, -0.086, 0.191], [2.763, -0.655, -0.852], [2.611, 0.155, 1.274], [-2.732, -0.417, 0.181], [-2.207, 1.009, -0.625], [-2.146, 0.647, 1.083], [-1.178, -2.434, -0.028], [-0.776, -1.775, 1.393], [0.526, -2.112, 0.263], [0.434, 2.163, -1.353], [1.625, 2.359, -0.157], [-0.037, 2.421, 0.342], [2.071, -0.927, -1.501], [3.711, -1.064, -0.929]], "atomic_forces_ev_per_a": [[2.3106, -1.5520, -0.7312], [-1.6032, -2.0575, 2.1221], [0.6799, 0.3332, -3.4393], [1.1238, 0.5390, -2.6542], [1.6145, -2.1456, 0.0243], [0.2228, 1.6790, 1.3280], [-2.0225, 1.0533, 0.4033], [0.8251, -0.6099, -0.6064], [0.3963, 0.1373, 0.6253], [-0.9928, -1.6721, -0.9644], [-0.4442, 1.4156, -1.0729], [0.2565, 1.9484, 2.6146], [0.0512, 0.5075, -0.5931], [-0.6027, -0.2115, 4.4321], [-0.1038, 0.0212, 0.3858], [-0.5789, 0.4112, -1.1692], [0.3886, 0.0828, 0.2252], [-0.0402, -0.0009, -0.2665], [-0.2920, -0.4599, -1.3442], [-1.1890, 0.5808, 0.6805]], "lowdin_charge": [0.03, -0.47, 0.02, 0.02, -0.30, 0.00, -0.49, 0.19, 0.08, 0.07, 0.07, 0.06, 0.10, 0.04, 0.09, 0.09, 0.09, 0.10, 0.08, 0.14], "de_lowest_kj_mol": 207.74, "multiplicity": 1, "smiles": "CC1(C)O[C@]1(C)C(N)=O"}

---

Entry 3:
{"formula": "C3H2O3S", "method": "the ωB97M-V functional and the def2-TZVPD basis", "symbols": ["O", "C", "O", "C", "O", "C", "S", "H", "H"], "xyz": [[-0.891, 0.203, 1.493], [-0.522, 0.727, 0.427], [-0.023, 1.975, 0.280], [-0.231, -0.183, -0.825], [-0.806, -0.069, -1.921], [0.636, -1.413, -0.428], [1.621, -1.395, 0.848], [-0.300, 2.404, 1.195], [0.515, -2.248, -1.069]], "atomic_forces_ev_per_a": [[0.2966, 2.0732, -3.2129], [1.1286, -1.5947, 1.8114], [-2.0730, 0.1467, 2.9293], [-1.9591, -0.5352, -1.4943], [1.9510, -0.2223, 3.1380], [-0.0010, 1.8085, 0.6740], [-0.3089, -0.1371, -0.7556], [1.0291, -0.7839, -2.4186], [-0.0632, -0.7552, -0.6714]], "lowdin_charge": [0.05, -0.47, 0.10, -0.30, 0.10, -0.53, 0.81, 0.19, 0.05], "de_lowest_kj_mol": 204.91, "multiplicity": 1, "smiles": "O=C(O)C(=O)C=S"}

---

Entry 4:
{"formula": "C2H4INS2", "method": "the ωB97M-V functional and the def2-TZVPD basis", "symbols": ["C", "C", "N", "S", "S", "I", "H", "H", "H", "H"], "xyz": [[-0.095, -1.103, 0.246], [0.235, 1.269, -0.399], [-0.508, 0.887, 0.736], [-1.025, -1.926, -0.785], [1.268, -1.671, 1.078], [-2.475, 1.127, 0.576], [-0.088, 0.828, -1.299], [0.252, 2.448, -0.550], [1.236, 1.044, -0.331], [1.200, -2.902, 0.729]], "atomic_forces_ev_per_a": [[-1.9501, 0.3840, -0.1492], [-0.9972, 4.5667, -1.2343], [1.3938, -3.7775, 0.6949], [0.4579, 1.1991, 0.8093], [0.5185, 2.5060, 1.2528], [-0.5480, 0.0338, -0.2548], [-0.7024, -0.2811, -1.4546], [-0.4027, -2.1212, 0.3155], [2.4219, -0.7783, 0.7646], [-0.1916, -1.7315, -0.7441]], "lowdin_charge": [-1.18, -0.41, -0.64, 0.61, 0.78, 0.81, 0.02, 0.12, 0.03, -0.15], "de_lowest_kj_mol": 264.80, "multiplicity": 1}

---

no.,molar mass (g/mol),calculated total energy (eV)
1,134.50,-23278.3585
2,129.16,-11984.1151
3,118.11,-20119.3708
4,233.10,-33396.0398